The following is a quantum chemistry calculation of 2 unconnected molecules or ions with the total composition ClH4N2OP in a non-equilibrium geometry, from the OMol25 dataset.

Computed properties:
E_LUMO   0.17 eV
ΔE to the lowest compared entry with this formula, charge and spin   210.8 kJ/mol
Orbital gap   0.387 hartree

Each line ends with the Löwdin charge.
CARTESIAN COORDINATES (ANGSTROEM)
N (0.418, -0.982, 0.261)  -0.07
N (0.859, 1.496, -0.626)  -0.21
O (2.926, 0.007, 0.412)  -0.35
P (1.538, 0.246, -0.042)  0.51
Cl (-4.044, -0.430, -0.076)  0.30
H (0.889, -1.861, 0.084)  0.06
H (-0.440, -0.536, 0.027)  0.02
H (-3.492, -0.284, 1.023)  -0.30
H (1.346, 2.346, -1.063)  0.04



The following is a quantum chemistry calculation of a molecular structure, C3H2BeFO3 in a non-equilibrium geometry, from the OMol25 dataset.

Computed properties:
E_LUMO (spin up / spin down)   -2.42 / -2.42 eV
Orbital gap (spin up / spin down)   0.135 / 0.256 hartree
2S+1   2

Each line ends with the Mulliken spin population.
CARTESIAN COORDINATES (ANGSTROEM)
O (0.828, 0.324, 1.546)  0.17
C (0.652, -0.662, 0.813)  0.66
C (0.336, -0.468, -0.598)  0.00
H (0.496, -1.663, 1.247)  0.01
H (0.297, -1.326, -1.270)  0.01
F (1.168, 0.545, -1.091)  0.02
Be (0.677, 1.687, 0.374)  0.04
O (-2.241, -0.322, -0.387)  0.04
O (-0.969, 1.538, -0.214)  0.01
C (-1.245, 0.347, -0.419)  0.04



The following is a quantum chemistry calculation of a single C4H6O2 molecule in a non-equilibrium geometry, from the OMol25 dataset.

Computed properties:
E_LUMO   0.93 eV
SMILES string   C[C@@]12O[C@H]1[C@@H]2O
ΔE to the lowest compared entry with this formula, charge and spin   508.5 kJ/mol
Orbital gap   0.355 hartree

Each line ends with the Löwdin charge.
CARTESIAN COORDINATES (ANGSTROEM)
C (1.047, 0.627, -0.900)  0.00
C (-0.075, -0.237, -0.449)  -0.34
O (-0.054, -1.681, -0.650)  0.03
C (-1.010, -1.124, 0.214)  -0.13
C (-0.239, -0.240, 1.085)  -0.25
O (-1.000, 0.907, 1.291)  -0.01
H (1.048, 1.541, -0.297)  0.10
H (1.929, 0.032, -0.615)  0.10
H (1.097, 0.867, -1.957)  0.08
H (-2.071, -1.300, 0.201)  0.15
H (0.619, -0.402, 1.735)  0.17
H (-1.291, 1.010, 0.342)  0.11



The following is a quantum chemistry calculation of 8 unconnected molecules or ions with the total composition C39H36Br3N7O10 in a non-equilibrium geometry, from the OMol25 dataset.

Computed properties:
E_LUMO (spin up / spin down)   -3.43 / -7.42 eV
Net charge   +1
Orbital gap (spin up / spin down)   0.244 / 0.097 hartree
2S+1   2

Each line ends with the Mulliken spin population.
CARTESIAN COORDINATES (ANGSTROEM)
N (2.189, 4.485, -26.628)  -0.05
C (2.617, 5.779, -26.295)  0.37
C (2.012, 6.675, -27.152)  0.08
C (1.163, 5.956, -27.968)  0.21
C (1.330, 4.587, -27.703)  0.34
H (2.427, 3.619, -26.167)  0.00
H (3.217, 6.014, -25.428)  0.02
H (2.236, 7.729, -27.232)  0.00
H (0.516, 6.506, -28.636)  0.00
H (0.850, 3.712, -28.115)  0.01
N (9.186, -4.406, -29.786)  0.00
C (8.992, -3.551, -28.727)  0.00
C (8.214, -2.470, -29.152)  0.00
C (8.105, -2.624, -30.524)  0.00
C (8.563, -3.868, -30.887)  0.00
H (9.595, -5.327, -29.723)  0.00
H (9.285, -3.926, -27.757)  0.00
H (7.826, -1.706, -28.494)  0.00
H (7.682, -1.865, -31.166)  0.00
H (8.494, -4.415, -31.817)  0.00
C (5.482, 0.742, -27.920)  0.00
Br (3.949, 1.910, -27.866)  0.00
Br (7.220, 1.720, -27.914)  0.00
Br (5.457, -0.595, -29.397)  0.00
H (5.306, 0.227, -26.977)  0.00
C (4.770, -5.651, -29.491)  0.00
C (3.352, -5.728, -29.459)  0.00
C (2.670, -4.677, -28.807)  0.00
C (3.298, -3.634, -28.194)  0.00
C (4.683, -3.597, -28.246)  0.00
C (5.411, -4.627, -28.831)  0.00
N (2.566, -2.560, -27.412)  0.00
O (1.299, -2.607, -27.396)  0.00
O (3.222, -1.744, -26.781)  0.00
H (5.305, -6.423, -30.023)  0.00
H (2.861, -6.531, -29.988)  0.00
H (1.593, -4.749, -28.833)  0.00
H (5.280, -2.828, -27.779)  0.00
H (6.475, -4.540, -28.665)  0.00
C (10.834, -0.752, -33.683)  0.00
C (10.275, 0.494, -34.093)  0.00
C (9.924, 1.494, -33.154)  0.00
C (10.149, 1.119, -31.762)  0.00
C (10.596, -0.146, -31.395)  0.00
C (11.004, -1.024, -32.358)  0.00
N (9.767, 2.099, -30.697)  0.00
O (9.436, 3.204, -31.000)  0.00
O (9.654, 1.713, -29.549)  0.00
H (11.018, -1.561, -34.375)  0.00
H (10.101, 0.776, -35.121)  0.00
H (9.772, 2.457, -33.617)  0.00
H (10.814, -0.432, -30.376)  0.00
H (11.340, -1.989, -32.009)  0.00
C (7.550, 4.905, -28.841)  0.00
C (8.007, 5.852, -29.792)  0.00
C (7.125, 6.677, -30.495)  0.00
C (5.721, 6.515, -30.335)  0.01
C (5.290, 5.581, -29.441)  -0.01
C (6.131, 4.761, -28.714)  -0.01
N (4.744, 7.388, -31.110)  0.00
O (5.210, 8.427, -31.617)  0.00
O (3.545, 7.115, -30.878)  0.00
H (8.277, 4.390, -28.231)  0.00
H (9.066, 5.991, -29.957)  0.00
H (7.531, 7.464, -31.114)  0.00
H (4.222, 5.492, -29.302)  0.02
H (5.792, 4.040, -27.985)  0.00
C (4.589, 1.614, -31.825)  0.00
C (4.379, 1.774, -33.202)  0.00
C (5.101, 2.752, -33.943)  0.00
C (5.915, 3.648, -33.262)  0.00
C (6.228, 3.440, -31.915)  0.00
C (5.576, 2.452, -31.217)  0.00
N (6.737, 4.612, -34.047)  0.00
O (6.571, 4.650, -35.246)  0.00
O (7.538, 5.307, -33.393)  0.00
H (4.016, 0.892, -31.262)  0.00
H (3.596, 1.113, -33.544)  0.00
H (4.922, 2.904, -34.997)  0.00
H (6.940, 4.088, -31.426)  0.00
H (5.790, 2.337, -30.164)  0.00
C (5.439, -1.811, -24.509)  0.00
C (5.959, -0.516, -24.247)  0.00
C (7.242, -0.198, -24.592)  0.00
C (8.018, -1.132, -25.351)  0.00
C (7.545, -2.426, -25.611)  0.00
C (6.275, -2.777, -25.088)  0.00
N (9.409, -0.784, -25.746)  0.00
O (9.932, 0.161, -25.186)  0.00
O (9.998, -1.484, -26.581)  0.00
H (4.471, -1.962, -24.056)  0.00
H (5.416, 0.281, -23.759)  0.00
H (7.682, 0.727, -24.249)  0.00
H (8.211, -3.204, -25.955)  0.00
H (5.859, -3.773, -25.114)  0.00



The following is a quantum chemistry calculation of 9 unconnected molecules or ions with the total composition C19H39F5NO18PS in a non-equilibrium geometry, from the OMol25 dataset.

Computed properties:
E_LUMO   -2.14 eV
SMILES string   COCCCCCCCc1c(COO)cc(S(=O)(=O)C(F)(F)C(F)(F)F)c2c1C(=O)N(P(=O)(O)O)C2=O.O.O.O.O.O.O.O.O
Orbital gap   0.282 hartree

Each line ends with the Löwdin charge.
CARTESIAN COORDINATES (ANGSTROEM)
C (8.121, -0.146, 2.067)  -0.14
O (7.898, 0.489, 0.772)  -0.26
C (8.091, -0.574, -0.228)  -0.20
C (6.876, -0.417, -1.310)  -0.16
C (5.633, 0.412, -0.724)  -0.21
C (4.346, 0.405, -1.688)  -0.22
C (2.939, 0.338, -0.891)  -0.19
C (1.778, 0.340, -2.002)  -0.19
C (0.515, 1.306, -1.618)  -0.10
C (-0.744, 0.340, -1.433)  -0.01
C (-1.266, -0.643, -2.550)  -0.05
C (-0.578, -0.707, -4.007)  -0.10
O (-0.724, 0.651, -4.568)  -0.17
O (-1.984, 1.065, -4.238)  -0.08
C (-2.485, -1.602, -2.301)  0.07
C (-3.239, -1.626, -0.921)  -0.15
S (-4.648, -2.769, -0.547)  0.83
O (-5.640, -2.100, 0.362)  -0.29
O (-5.289, -3.180, -1.854)  -0.31
C (-4.099, -4.339, 0.300)  -0.33
F (-4.994, -5.372, -0.110)  0.06
F (-4.154, -4.229, 1.714)  0.07
C (-2.625, -4.844, -0.080)  -0.32
F (-2.233, -4.575, -1.404)  0.10
F (-1.629, -4.410, 0.846)  0.09
F (-2.626, -6.271, 0.041)  0.08
C (-2.742, -0.626, 0.142)  0.01
C (-1.532, 0.326, -0.108)  0.03
C (-1.385, 1.164, 1.239)  -0.30
O (-0.382, 1.664, 1.773)  0.13
N (-2.795, 1.136, 1.732)  -0.05
P (-3.898, 2.300, 1.041)  0.65
O (-3.648, 2.644, -0.427)  -0.29
O (-3.972, 3.781, 1.897)  -0.18
O (-5.493, 1.658, 1.109)  -0.14
C (-3.230, -0.291, 1.621)  -0.29
O (-3.802, -0.967, 2.489)  0.11
H (8.116, 0.679, 2.848)  0.09
H (9.167, -0.636, 2.006)  0.10
H (7.355, -0.974, 2.275)  0.09
H (9.113, -0.402, -0.709)  0.12
H (8.063, -1.607, 0.289)  0.12
H (6.538, -1.465, -1.637)  0.11
H (7.354, 0.126, -2.209)  0.12
H (5.948, 1.501, -0.592)  0.12
H (5.324, -0.085, 0.256)  0.11
H (4.449, -0.510, -2.388)  0.12
H (4.328, 1.327, -2.365)  0.11
H (2.830, 1.137, -0.086)  0.11
H (2.935, -0.695, -0.372)  0.12
H (2.210, 0.616, -3.027)  0.11
H (1.413, -0.747, -2.098)  0.10
H (0.787, 1.852, -0.637)  0.12
H (0.349, 2.067, -2.450)  0.12
H (-1.162, -1.406, -4.708)  0.14
H (0.518, -1.016, -3.971)  0.13
H (-1.935, 1.913, -3.714)  0.11
H (-2.795, -2.294, -3.153)  0.12
H (-4.824, 4.211, 1.624)  0.11
H (-6.013, 2.123, 1.805)  0.07
O (5.724, 0.648, 3.170)  -0.07
H (5.709, 1.310, 3.874)  0.06
H (5.533, 1.154, 2.369)  0.05
O (-1.123, 4.825, 1.101)  -0.06
H (-1.382, 5.722, 1.345)  0.04
H (-1.921, 4.302, 1.250)  -0.02
O (-1.244, 4.082, -4.330)  -0.05
H (-1.246, 4.733, -3.616)  0.05
H (-1.430, 4.602, -5.121)  0.05
O (6.309, -1.566, 5.039)  -0.07
H (6.295, -0.908, 5.744)  0.03
H (6.118, -1.057, 4.238)  -0.01
O (-5.806, 0.622, 3.708)  -0.06
H (-6.115, 0.283, 4.557)  0.06
H (-4.967, 0.156, 3.559)  0.01
O (-5.219, 1.628, -4.748)  -0.06
H (-5.599, 1.887, -3.899)  0.04
H (-4.270, 1.584, -4.577)  0.00
O (-4.228, 3.130, 5.125)  -0.07
H (-3.676, 3.473, 4.411)  0.01
H (-4.812, 2.495, 4.685)  -0.01
O (-5.733, -6.568, 3.347)  -0.06
H (-5.976, -6.895, 2.473)  0.03
H (-5.371, -5.689, 3.176)  0.01



The following is a quantum chemistry calculation of 2 unconnected molecules or ions with the total composition C18H32F3IN4O11P2S3 in a non-equilibrium geometry, from the OMol25 dataset.

Computed properties:
E_LUMO   -3.28 eV
Orbital gap   0.096 hartree

Each line ends with the Löwdin charge.
CARTESIAN COORDINATES (ANGSTROEM)
C (-2.541, 5.443, 1.578)  -0.06
C (-1.968, 6.219, 0.397)  -0.25
O (-0.812, 5.541, -0.142)  -0.19
P (-0.943, 5.081, -1.667)  0.47
O (-0.473, 6.163, -2.532)  -0.26
C (0.186, 3.671, -1.856)  -0.21
C (-0.133, 2.637, -0.754)  -0.29
C (0.948, 1.548, -0.603)  -0.24
N (0.464, 0.182, -0.342)  -0.15
C (1.026, -0.391, 0.884)  -0.36
P (0.480, 0.566, 2.448)  0.46
S (-1.116, 1.636, 2.270)  0.26
C (0.771, -1.894, 1.101)  -0.27
N (1.995, -2.686, 1.212)  0.11
C (1.680, -3.992, 1.762)  -0.48
O (1.050, -4.210, 2.746)  0.21
F (2.149, -4.972, 1.014)  0.19
C (2.866, -2.074, 2.208)  -0.47
O (2.533, -1.684, 3.283)  0.22
F (4.095, -2.020, 1.771)  0.22
N (-0.219, -2.538, 0.194)  0.01
S (-1.811, -2.727, 1.116)  0.69
O (-2.116, -1.488, 1.690)  -0.17
O (-1.657, -3.826, 1.968)  -0.13
F (-2.864, -3.054, 0.032)  -0.06
C (-0.523, -1.844, -1.112)  -0.32
S (-0.975, -2.980, -2.496)  0.58
C (-1.349, -4.636, -1.887)  -0.10
O (0.069, -3.131, -3.462)  -0.30
O (-2.177, -2.504, -3.097)  -0.31
C (0.505, -0.731, -1.471)  -0.71
I (-0.250, 0.223, -3.280)  1.23
C (1.885, -1.350, -1.845)  -0.19
C (3.122, -0.526, -1.553)  -0.24
N (3.834, -0.032, -2.466)  0.14
O (-2.433, 4.600, -1.978)  -0.21
C (-2.867, 4.846, -3.330)  -0.26
C (-4.397, 4.732, -3.336)  -0.06
H (-2.654, 6.088, 2.444)  0.07
H (-1.879, 4.639, 1.885)  0.04
H (-3.521, 5.018, 1.376)  0.07
H (-1.598, 7.161, 0.791)  0.12
H (-2.715, 6.477, -0.345)  0.11
H (1.209, 4.027, -1.815)  0.11
H (-0.015, 3.211, -2.820)  0.04
H (-1.112, 2.194, -0.906)  0.09
H (-0.165, 3.189, 0.177)  0.05
H (1.572, 1.841, 0.243)  0.11
H (1.619, 1.620, -1.457)  0.09
H (2.098, -0.171, 0.822)  0.10
H (1.574, 1.389, 2.786)  0.01
H (0.330, -0.373, 3.487)  0.01
H (0.325, -1.966, 2.100)  0.11
H (0.025, -3.509, -0.047)  0.14
H (-1.430, -1.267, -0.931)  0.12
H (-1.235, -5.245, -2.777)  0.09
H (-0.620, -5.002, -1.163)  0.07
H (-2.375, -4.717, -1.557)  0.07
H (2.005, -2.332, -1.377)  0.11
H (1.889, -1.550, -2.908)  0.07
H (3.497, -0.352, -0.550)  0.10
H (3.453, -0.249, -3.388)  0.06
H (-2.497, 4.063, -3.987)  0.11
H (-2.617, 5.835, -3.683)  0.11
H (-4.769, 5.360, -4.140)  0.08
H (-4.762, 5.195, -2.424)  0.08
H (-4.741, 3.713, -3.449)  0.07
C (2.557, -6.009, 4.549)  -0.06
C (3.623, -6.024, 5.677)  -0.81
O (3.227, -6.433, 6.783)  -0.08
O (4.750, -5.614, 5.323)  -0.11
H (1.591, -6.369, 4.905)  0.06
H (2.441, -4.990, 4.192)  0.02
H (2.885, -6.644, 3.721)  0.06



| no. | total energy (Ha) |
| --- | --- |
| 1 | -988.710666 |
| 2 | -455.787371 |
| 3 | -306.312623 |
| 4 | -10364.615438 |
| 5 | -3394.956026 |
| 6 | -4226.050803 |